--- one ---
A 2-piece molecular cluster, C2H6N2O overall, computed with ωB97M-V with the def2-TZVPD basis set.

Computed properties:
SMILES = [H]/N=C/N.C=O
highest occupied orbital energy = -8.888 eV
LUMO level = 1.0 eV
gap between HOMO and LUMO = 9.88 eV

```
11
Properties=species:S:1:pos:R:3:mulliken_charge:R:1
H -4.48 -0.06 -0.82 0.234
N -3.62 0.37 -0.45 -0.622
C -3.97 1.37 0.27 0.096
N -3.46 1.59 1.54 -0.539
H -4.74 2.07 -0.07 0.283
H -3.46 0.67 1.95 0.286
H -3.99 2.29 2.02 0.263
C 5.78 -1.41 -0.39 -0.072
O 5.33 -2.01 -1.32 -0.368
H 6.42 -1.92 0.35 0.223
H 5.57 -0.33 -0.31 0.217
```

--- two ---
An isolated molecule of C2H6N2O, computed with ωB97M-V with the def2-TZVPD basis set.

Computed properties:
SMILES = CNC(N)=O
highest occupied orbital energy = -9.554 eV
LUMO level = 0.6 eV
gap between HOMO and LUMO = 10.13 eV

```
11
Properties=species:S:1:pos:R:3:mulliken_charge:R:1
C -0.49 -0.11 1.57 -0.691
N -0.10 0.27 0.30 -0.328
C -0.11 -0.32 -0.83 0.598
N 0.61 0.29 -1.87 -0.504
O -0.57 -1.38 -0.94 -0.568
H -1.28 0.41 2.16 0.265
H -1.11 -1.22 1.44 0.223
H 0.48 -0.26 2.26 0.237
H 0.94 0.96 0.42 0.295
H 0.63 1.48 -1.72 0.248
H 1.01 -0.12 -2.78 0.225
```

Going by the energies, one is most stable and the next is 9.9 kcal/mol up.

--- one ---
An isolated molecule of C2H6N2O, computed with ωB97M-V with the def2-TZVPD basis set.

Computed properties:
SMILES = CN(C)N=O
highest occupied orbital energy = -9.442 eV
LUMO level = 0.8 eV
gap between HOMO and LUMO = 10.27 eV

```
11
Properties=species:S:1:pos:R:3:mulliken_charge:R:1
C -1.31 -0.78 0.05 -0.878
N 0.11 -0.24 -0.04 0.375
C 0.47 1.15 -0.01 -0.734
N 1.15 -1.11 -0.11 -0.053
O 2.33 -0.67 0.07 -0.466
H -1.01 -1.76 0.10 0.401
H -2.11 -0.59 0.81 0.288
H -1.80 -0.67 -0.89 0.315
H 0.76 1.53 1.04 0.272
H 1.71 1.15 -0.44 0.235
H -0.29 2.00 -0.59 0.245
```

--- two ---
An isolated molecule of C2H6N2O, computed with ωB97M-V with the def2-TZVPD basis set.

Computed properties:
SMILES = CN(N)C=O
highest occupied orbital energy = -9.320 eV
LUMO level = 0.7 eV
gap between HOMO and LUMO = 9.99 eV

```
11
Properties=species:S:1:pos:R:3:mulliken_charge:R:1
C 0.91 -0.70 0.05 -0.829
N -0.26 0.14 -0.07 0.264
N 0.07 1.47 -0.06 -0.650
C -1.52 -0.42 -0.05 0.201
O -2.54 0.27 0.02 -0.542
H 1.80 -0.23 -0.61 0.251
H 1.18 -0.66 1.20 0.276
H 0.82 -1.78 -0.43 0.280
H 0.79 1.71 -0.79 0.289
H 0.33 1.75 0.92 0.244
H -1.60 -1.56 -0.18 0.217
```

Going by the energies, two is most stable and the next is 57.0 kcal/mol up.

--- one ---
An isolated molecule of C3H2N2O2, computed with ωB97M-V with the def2-TZVPD basis set.

Computed properties:
highest occupied orbital energy = -8.928 eV
LUMO level = -0.1 eV
gap between HOMO and LUMO = 8.85 eV

```
9
Properties=species:S:1:pos:R:3:mulliken_charge:R:1
N 1.34 -1.46 0.83 -0.335
C 0.64 -0.81 0.12 0.817
O -0.38 0.93 1.16 -0.544
C -0.95 1.32 0.15 0.239
O -0.86 0.76 -1.03 -0.324
C 0.02 -0.45 -1.12 0.010
N 0.29 -1.15 -2.08 -0.569
H 1.52 -1.33 1.82 0.319
H -1.62 2.20 0.16 0.388
```

--- two ---
C3H2N2O2 as an isolated structure, computed with ωB97M-V with the def2-TZVPD basis set.

Computed properties:
highest occupied orbital energy (alpha / beta) = -9.291 / -9.292 eV
LUMO level (alpha / beta) = -1.0 / -1.0 eV
gap between HOMO and LUMO (alpha / beta) = 8.25 / 8.25 eV

```
9
Properties=species:S:1:pos:R:3:mulliken_charge:R:1
N 0.85 0.90 1.98 -0.417
C 0.09 0.17 1.41 0.739
O 0.40 0.77 -0.79 -0.592
C -0.03 -0.09 -1.56 0.189
O -0.74 -1.13 -1.28 -0.386
C -0.88 -0.72 1.17 -0.052
N -1.42 -1.37 0.28 -0.226
H 1.53 1.44 1.45 0.350
H 0.18 -0.02 -2.64 0.395
```

Going by the energies, one is most stable and the next is 25.9 kcal/mol up.

--- one ---
An isolated molecule of C3H2N2O2, computed with ωB97M-V with the def2-TZVPD basis set.

Computed properties:
highest occupied orbital energy = -8.997 eV
LUMO level = 0.2 eV
gap between HOMO and LUMO = 9.18 eV

```
9
Properties=species:S:1:pos:R:3:mulliken_charge:R:1
C -1.56 -0.03 1.24 0.514
C -0.38 0.06 0.55 -0.001
C 2.03 1.04 -0.46 0.616
N 0.95 0.75 0.05 -0.368
N -0.67 -0.94 -0.48 -0.527
O -2.54 -0.23 1.81 -0.345
O 3.05 1.33 -0.90 -0.429
H -1.10 -0.45 -1.30 0.260
H 0.22 -1.52 -0.50 0.281
```

--- two ---
A 2-piece molecular cluster, C3H2N2O2 overall, computed with ωB97M-V with the def2-TZVPD basis set.

Computed properties:
highest occupied orbital energy = -9.441 eV
LUMO level = 0.2 eV
gap between HOMO and LUMO = 9.60 eV

```
9
Properties=species:S:1:pos:R:3:mulliken_charge:R:1
C -1.15 -0.17 2.47 0.512
C 0.54 -0.46 -1.64 0.678
C 1.55 -0.50 -0.63 -0.388
N -1.21 0.24 1.36 -0.402
N 1.58 0.46 -1.56 -0.124
O -1.17 -0.68 3.50 -0.380
O -0.36 -0.69 -2.39 -0.480
H -1.98 0.44 0.72 0.272
H 2.20 1.35 -1.83 0.312
```

Going by the energies, one is most stable and the next is 7.8 kcal/mol up.

--- one ---
An isolated molecule of C3H2N2O2, computed with ωB97M-V with the def2-TZVPD basis set.

Computed properties:
highest occupied orbital energy = -7.890 eV
LUMO level = -0.5 eV
gap between HOMO and LUMO = 7.43 eV

```
9
Properties=species:S:1:pos:R:3:mulliken_charge:R:1
C 0.27 0.06 0.18 0.278
N 1.59 0.37 -0.06 -0.524
N -0.72 0.71 -0.52 -0.433
C -1.89 0.34 -0.62 0.571
C -0.17 -0.95 1.02 0.397
O -2.96 0.14 -1.01 -0.394
O -0.08 -1.69 1.93 -0.370
H 1.82 1.31 -0.33 0.249
H 2.13 -0.29 -0.60 0.225
```

--- two ---
An isolated molecule of C3H2N2O2, computed with ωB97M-V with the def2-TZVPD basis set.

Computed properties:
SMILES = O=Cc1ncno1
highest occupied orbital energy = -11.087 eV
LUMO level = -0.8 eV
gap between HOMO and LUMO = 10.28 eV

```
9
Properties=species:S:1:pos:R:3:mulliken_charge:R:1
O 2.63 0.47 0.64 -0.397
C 1.48 0.18 0.59 0.179
C 0.17 0.85 0.17 0.431
N -0.14 0.54 -1.07 -0.445
C -1.21 -0.28 -0.87 -0.063
N -1.58 -0.43 0.37 -0.257
O -0.74 0.41 1.06 -0.127
H 1.04 -0.85 0.77 0.294
H -1.65 -0.88 -1.66 0.386
```

Going by the energies, one is most stable and the next is 27.6 kcal/mol up.

--- one ---
An isolated molecule of C3H2N2O2, computed with ωB97M-V with the def2-TZVPD basis set.

Computed properties:
highest occupied orbital energy (alpha / beta) = -10.746 / -10.750 eV
LUMO level (alpha / beta) = -2.3 / -2.3 eV
gap between HOMO and LUMO (alpha / beta) = 8.48 / 8.48 eV

```
9
Properties=species:S:1:pos:R:3:mulliken_charge:R:1
C -0.95 1.28 0.86 0.142
C 0.82 -0.13 0.05 -0.189
C -0.49 0.16 0.05 -0.083
N -1.50 2.10 1.51 -0.375
N 1.30 -1.14 -0.85 -0.157
O -0.67 -1.67 -1.75 -0.463
O 0.63 -1.76 -1.66 0.200
H 1.58 0.35 0.63 0.425
H -1.05 -0.27 -0.78 0.501
```

--- two ---
An isolated molecule of C3H2N2O2, computed with ωB97M-V with the def2-TZVPD basis set.

Computed properties:
SMILES = O=c1cnonc1
highest occupied orbital energy = -10.334 eV
LUMO level = -1.2 eV
gap between HOMO and LUMO = 9.15 eV

```
9
Properties=species:S:1:pos:R:3:mulliken_charge:R:1
O 1.30 1.36 1.22 -0.552
C 0.61 0.65 0.43 0.409
C 1.00 -0.73 0.07 -0.101
N 0.33 -1.40 -0.80 -0.275
O -0.95 -0.85 -1.09 -0.085
N -1.53 0.08 -0.34 -0.304
C -0.82 0.84 0.40 0.117
H 1.84 -1.12 0.53 0.460
H -1.01 1.78 1.04 0.331
```

Going by the energies, two is most stable and the next is 62.3 kcal/mol up.

--- one ---
An isolated molecule of C3H2N2O2, computed with ωB97M-V with the def2-TZVPD basis set.

Computed properties:
highest occupied orbital energy = -9.350 eV
LUMO level = -0.3 eV
gap between HOMO and LUMO = 9.04 eV

```
9
Properties=species:S:1:pos:R:3:mulliken_charge:R:1
N 0.65 1.70 -1.07 -0.377
C 0.26 0.64 -0.67 0.827
O 0.31 0.34 1.32 -0.554
C -0.27 -0.78 1.39 0.287
O -0.74 -1.38 0.38 -0.387
C -0.31 -0.61 -1.07 0.018
N -0.51 -1.03 -2.17 -0.519
H 1.00 2.44 -0.47 0.326
H -0.39 -1.31 2.35 0.379
```

--- two ---
An isolated molecule of C3H2N2O2, computed with ωB97M-V with the def2-TZVPD basis set.

Computed properties:
SMILES = N#CC1=NOCO1
highest occupied orbital energy = -9.999 eV
LUMO level = 0.1 eV
gap between HOMO and LUMO = 10.12 eV

```
9
Properties=species:S:1:pos:R:3:mulliken_charge:R:1
N -2.92 -0.15 0.16 -0.344
C -1.78 0.03 -0.03 0.154
C -0.33 0.17 -0.26 0.549
N 0.36 1.22 -0.02 -0.268
O 1.65 0.75 0.10 -0.193
C 1.74 -0.72 0.10 -0.021
O 0.33 -1.00 -0.15 -0.318
H 1.84 -1.30 1.14 0.196
H 2.48 -1.12 -0.59 0.245
```

--- three ---
An isolated molecule of C3H2N2O2, computed with ωB97M-V with the def2-TZVPD basis set.

Computed properties:
SMILES = O=c1ncocn1
highest occupied orbital energy = -9.920 eV
LUMO level = -0.2 eV
gap between HOMO and LUMO = 9.69 eV

```
9
Properties=species:S:1:pos:R:3:mulliken_charge:R:1
O 2.63 -0.10 -0.37 -0.448
C 1.44 -0.07 -0.06 0.512
N 0.64 1.25 0.27 -0.315
C -0.61 1.19 0.01 0.113
O -1.37 -0.03 -0.46 -0.270
C -0.76 -1.09 0.03 0.192
N 0.55 -1.13 0.49 -0.407
H -1.15 2.20 0.33 0.331
H -1.37 -2.21 -0.25 0.293
```

Going by the energies, three is most stable and the next is 5.3 kcal/mol up.

--- one ---
A 2-piece molecular cluster, C4H14NO overall, computed with ωB97M-V with the def2-TZVPD basis set.

Computed properties:
highest occupied orbital energy = -15.781 eV
total charge = +1
LUMO level = -3.4 eV
gap between HOMO and LUMO = 12.40 eV

```
20
Properties=species:S:1:pos:R:3:mulliken_charge:R:1
C -0.43 -0.47 -0.58 -1.168
C 0.61 0.52 -0.11 0.936
C 0.22 1.88 -0.71 -1.621
C 2.00 0.11 -0.59 -1.358
N -0.41 -1.84 0.07 -0.128
H -0.52 -0.59 -1.66 0.430
H -1.44 -0.11 -0.39 0.341
H 0.64 0.62 0.97 0.244
H 0.43 1.89 -1.77 0.382
H 0.77 2.69 -0.23 0.396
H -0.83 2.13 -0.53 0.428
H 2.24 -0.92 -0.36 0.345
H 2.09 0.27 -1.66 0.342
H 2.76 0.75 -0.15 0.393
H 0.56 -2.13 0.24 0.345
H -0.86 -2.50 -0.57 0.356
H -0.87 -1.78 0.98 0.346
H -1.68 -0.30 2.78 0.319
H -3.05 0.11 2.29 0.300
O -2.24 -0.33 1.98 -0.629
```

--- two ---
A 2-piece molecular cluster, C4H14NO overall, computed with ωB97M-V with the def2-TZVPD basis set.

Computed properties:
highest occupied orbital energy = -14.590 eV
total charge = +1
LUMO level = -3.4 eV
gap between HOMO and LUMO = 11.20 eV

```
20
Properties=species:S:1:pos:R:3:mulliken_charge:R:1
C -0.72 0.86 -0.60 -0.953
C 0.72 0.81 0.08 0.712
C 1.75 -0.13 -0.66 -1.266
C 1.26 2.13 0.39 -1.365
N -1.41 -0.51 -0.40 -0.260
H -1.25 1.74 -0.16 0.406
H -0.53 1.18 -1.74 0.297
H 0.61 0.44 1.18 0.197
H 2.27 -0.51 0.26 0.400
H 1.40 -1.04 -1.06 0.352
H 2.66 0.34 -1.19 0.309
H 0.91 2.31 1.51 0.303
H 0.78 2.93 -0.16 0.311
H 2.39 2.17 0.51 0.368
H -1.05 -1.06 -1.22 0.393
H -1.08 -1.10 0.47 0.434
H -2.38 -0.39 -0.59 0.359
H -2.66 -2.94 1.47 0.334
H -1.84 -4.09 0.98 0.310
O -1.84 -3.14 0.94 -0.641
```

Going by the energies, one is most stable and the next is 41.0 kcal/mol up.